Computed, not measured: an isolated molecule of C17H24N2O7S3 at a distorted geometry, with the ωB97M-V functional and the def2-TZVPD basis.

ORCA input file:
```
! RIJCOSX wB97M-V def2-TZVPD def2/J DEFGRID3
* xyz 0 1
C 1.372 -0.563 -1.403
N 0.055 -1.149 -1.282
C -0.309 -1.981 -0.288
O -1.433 -2.448 -0.211
C 0.753 -2.432 0.722
H 1.461 -3.102 0.223
H 0.213 -2.985 1.499
O 1.535 -1.408 1.328
C 1.098 -0.912 2.491
O 0.063 -1.250 3.007
C 2.081 0.051 3.135
C 1.295 1.017 4.027
C 0.265 1.770 3.167
N 0.606 1.610 1.764
S -0.466 2.372 0.727
O -0.875 3.643 1.249
O 0.127 2.345 -0.584
C -1.882 1.311 0.670
C -2.211 0.150 1.297
C -3.470 -0.342 0.885
C -4.064 0.456 -0.040
S -3.102 1.831 -0.430
H -5.014 0.320 -0.517
H -3.890 -1.257 1.256
H -1.592 -0.356 2.014
C 1.999 1.954 1.527
C 2.890 0.843 2.105
H 3.237 0.176 1.319
H 3.761 1.286 2.588
H 2.227 2.920 1.998
H 2.135 2.066 0.452
H 0.235 2.837 3.428
H -0.735 1.360 3.307
H 0.783 0.464 4.813
H 1.993 1.714 4.491
H 2.756 -0.559 3.746
C -1.018 -0.774 -2.204
C -0.775 0.520 -2.946
H -0.205 1.257 -2.390
H -1.712 0.954 -3.281
S 0.104 0.019 -4.472
O -0.623 0.482 -5.620
O 1.507 0.339 -4.416
C -0.120 -1.791 -4.280
C -1.236 -1.873 -3.266
H -2.191 -1.685 -3.759
H -1.290 -2.846 -2.777
H 0.817 -2.206 -3.924
H -0.378 -2.206 -5.247
H -1.928 -0.716 -1.594
H 1.413 0.393 -0.878
H 2.117 -1.230 -0.977
H 1.618 -0.388 -2.449
*
```

calculated total energy = -2492.94253 Eh
energy relative to the best compared isomer or geometry (same formula, charge and spin) = 0.184 eV
SMILES = CN(C(=O)COC(=O)C1CCN(S(=O)(=O)c2cccs2)CC1)[C@@H]1CCS(=O)(=O)C1
maximum force = 1.13 eV/A

***

Computed, not measured: a cluster of 2 separate species, C4H7N3O2 in total at a distorted geometry, with the ωB97M-V functional and the def2-TZVPD basis.

ORCA input file:
```
! RIJCOSX wB97M-V def2-TZVPD def2/J DEFGRID3
* xyz 2 1
C 1.663 -1.354 -0.061
C 0.652 0.906 -0.030
C -2.933 0.307 -0.189
C -2.080 -0.879 0.119
N 1.605 0.006 0.190
N 0.671 -2.078 -0.270
N 0.864 2.138 0.264
O -2.539 1.435 -0.169
O -1.335 -1.679 0.408
H 2.596 -1.894 -0.069
H -3.914 -0.201 -0.414
H -0.253 0.691 -0.530
H 2.504 0.239 0.585
H 0.616 -3.073 -0.408
H 0.153 2.832 0.123
H 1.730 2.602 0.450
*
```

calculated total energy = -470.56978 Eh
energy relative to the best compared isomer or geometry (same formula, charge and spin) = 2.642 eV
maximum force = 4.41 eV/A

***

Computed, not measured: the ion C19H18N3 with charge +1 at a distorted geometry, with the ωB97M-V functional and the def2-TZVPD basis.

ORCA input file:
```
! RIJCOSX wB97M-V def2-TZVPD def2/J DEFGRID3
* xyz 1 1
C 3.724 0.394 -0.841
N 2.348 -0.032 -0.556
C 2.112 -0.595 0.685
C 3.211 -0.636 1.571
C 3.114 -1.317 2.761
C 1.856 -1.771 3.157
C 0.750 -1.629 2.297
C 0.825 -1.056 1.018
C -0.385 -0.982 0.034
C 0.127 -0.578 -1.336
C 1.421 -0.063 -1.591
C 1.743 0.482 -2.843
C 0.840 0.413 -3.888
C -0.463 0.023 -3.637
C -0.794 -0.446 -2.364
H 3.777 0.985 -1.745
H 4.069 1.038 -0.041
H 4.406 -0.463 -0.956
H 4.178 -0.252 1.300
H 4.027 -1.545 3.323
H 1.748 -2.233 4.136
H -0.251 -1.929 2.662
H -0.717 -2.042 -0.062
H 2.726 0.863 -3.066
H 1.197 0.604 -4.893
H -1.228 0.067 -4.396
H -1.848 -0.674 -2.105
N -1.525 -0.167 0.461
C -1.436 1.195 0.776
C -2.557 1.950 1.131
C -3.872 1.431 1.043
N -4.960 2.138 1.350
C -3.943 0.091 0.604
C -2.806 -0.628 0.263
H -0.417 1.602 0.830
H -2.443 2.974 1.491
H -5.900 1.742 1.300
H -4.906 3.096 1.686
H -4.924 -0.382 0.529
H -2.823 -1.673 -0.091
*
```

calculated total energy = -898.87426 Eh
energy relative to the best compared isomer or geometry (same formula, charge and spin) = 0.000 eV
SMILES = CN1c2ccccc2C(n2ccc(=[NH2+])cc2)c2ccccc21
maximum force = 3.20 eV/A

***

Computed, not measured: a structure of composition C18H34N9O4PS4W, with the ωB97M-V functional and the def2-TZVPD basis.

ORCA input file:
```
! RIJCOSX wB97M-V def2-TZVPD def2/J DEFGRID3
* xyz 2 3
W -0.116 0.230 0.746
C 5.221 -0.845 0.680
C 4.235 -0.842 1.783
N 4.456 -1.129 3.021
N 3.251 -0.985 3.652
C 2.276 -0.613 2.833
S 0.630 -0.304 3.108
N 2.887 -0.524 1.632
N 2.170 -0.133 0.501
H 6.191 -1.120 1.085
H 5.301 0.143 0.223
H 4.949 -1.568 -0.091
H 3.182 -1.150 4.647
H 2.536 0.754 0.144
H 2.275 -0.827 -0.237
C 2.943 2.158 -2.060
C 2.092 2.400 -3.303
C 1.096 1.294 -3.617
S -0.230 1.132 -2.413
O 0.469 0.267 -1.292
C -1.269 -0.031 -3.311
C -2.224 0.720 -4.239
C -3.303 1.487 -3.481
H 3.710 2.925 -1.972
H 3.445 1.187 -2.116
H 2.330 2.204 -1.157
H 2.742 2.487 -4.176
H 1.566 3.353 -3.217
H 1.560 0.307 -3.688
H 0.579 1.500 -4.556
H -1.829 -0.547 -2.533
H -0.613 -0.732 -3.831
H -2.681 -0.030 -4.885
H -1.670 1.385 -4.907
H -3.893 0.811 -2.859
H -3.983 1.973 -4.178
H -2.885 2.257 -2.831
N -1.009 5.160 -0.081
N -0.268 4.212 0.577
N 0.211 4.374 1.797
C 0.791 3.212 2.012
N 0.675 2.400 0.946
N 0.009 3.087 0.022
H -1.097 5.961 0.537
H -1.921 4.746 -0.270
H 1.285 2.954 2.933
C 0.796 -3.290 0.658
P -0.672 -2.221 0.645
C -1.565 -2.739 -0.842
C -1.691 -2.727 2.041
C -1.186 -3.514 3.074
C -2.006 -3.864 4.136
C -3.323 -3.430 4.170
C -3.828 -2.646 3.142
C -3.016 -2.293 2.077
H 1.427 -3.091 1.525
H 1.368 -3.128 -0.258
H 0.492 -4.337 0.684
H -1.753 -3.812 -0.796
H -0.977 -2.506 -1.729
H -2.520 -2.216 -0.886
H -0.163 -3.869 3.060
H -1.617 -4.483 4.934
H -3.960 -3.708 5.000
H -4.855 -2.309 3.165
H -3.423 -1.673 1.288
O -4.157 0.643 0.624
S -2.898 1.301 0.569
O -2.852 2.656 0.097
O -1.886 0.437 -0.261
S -1.806 1.119 2.302
*
```

calculated total energy = -3500.75015 Eh
energy relative to the best compared isomer or geometry (same formula, charge and spin) = 0.000 eV
maximum force = 0.21 eV/A